Entry 1:
Formula: C24H27N3O3
Source: OMol25
Level of theory: ωB97M-V/def2-TZVPD

Values from the calculation:
HOMO-LUMO gap	8.31	eV
SMILES string	Cn1cc(CN2CCC[C@H](CNC(=O)c3ccc4c(c3)OCO4)C2)c2ccccc21
net charge	0
HOMO	-0.2882	hartree
relative energy (zero: lowest compared OMol25 entry of this formula, charge and spin)	19.730	eV
lowest unoccupied orbital energy	0.5	eV

Each line ends with the Mulliken charge.
Cartesian coordinates (Å):
C (-2.2705, -0.9407, -2.1811)  -1.495
N (-1.0050, -1.3117, -1.5118)  0.337
C (0.1647, -1.0225, -1.8690)  -1.420
C (0.9676, -1.4808, -1.0725)  1.527
C (2.4039, -1.2850, -1.1125)  -1.750
N (3.0559, -1.0710, 0.1435)  0.065
C (4.4346, -0.7677, 0.3506)  -0.757
C (4.9952, 0.3791, -0.4182)  -0.604
C (4.1708, 1.7507, 0.1847)  -0.985
C (2.7211, 1.5517, -0.1586)  0.920
C (2.0123, 2.7859, 0.4791)  -1.049
N (0.5320, 2.4224, 0.1960)  -0.017
C (-0.3292, 2.3330, 1.0957)  0.221
O (-0.1756, 2.0263, 2.4172)  -0.751
C (-1.6923, 1.8238, 0.6572)  0.578
C (-2.2893, 2.7297, -0.4784)  -1.376
C (-3.6167, 2.3299, -1.0229)  -1.307
C (-4.2288, 1.3492, -0.2942)  0.982
C (-3.7104, 0.4201, 0.6864)  0.706
C (-2.4601, 0.7399, 1.1839)  -1.109
O (-4.5485, -0.4129, 0.9250)  -0.346
C (-5.7336, -0.2055, 0.5813)  -0.535
O (-5.5309, 0.8796, -0.5747)  -0.593
C (2.3970, 0.3859, 0.7950)  -0.915
C (0.2270, -2.1785, -0.1189)  0.435
C (0.4970, -3.0365, 1.3209)  -0.362
C (-0.4809, -3.5488, 1.9552)  -0.734
C (-1.7395, -3.4978, 1.3750)  -1.300
C (-2.0706, -2.6536, 0.3706)  -0.868
C (-0.9522, -1.9614, -0.3918)  0.744
H (-2.2958, 0.0783, -2.2257)  0.520
H (-2.2290, -1.2644, -3.0652)  0.703
H (-3.2323, -1.3909, -1.8420)  0.276
H (0.2480, -0.1917, -2.7243)  0.258
H (2.9806, -2.2798, -1.2718)  0.441
H (2.6563, -0.6861, -1.8242)  0.756
H (5.0404, -1.4986, -0.2233)  0.387
H (4.7455, -0.5969, 1.4371)  0.352
H (4.7174, 0.4320, -1.6310)  0.187
H (5.9197, 0.7374, -0.1829)  0.572
H (4.5337, 2.7791, -0.4581)  0.302
H (4.4557, 1.9995, 1.2763)  0.259
H (2.4594, 1.5847, -1.3255)  0.081
H (2.1809, 3.7523, -0.0432)  0.394
H (2.1771, 2.7780, 1.5618)  0.462
H (0.2262, 2.3751, -0.7484)  0.278
H (-1.8591, 3.4131, -0.8161)  1.139
H (-4.1775, 3.0195, -1.4352)  0.615
H (-1.9389, 0.4340, 2.0110)  0.714
H (-6.0769, -1.0174, -0.1510)  0.267
H (-6.5054, -0.0589, 1.1287)  0.493
H (1.3818, 0.0181, 0.7899)  0.150
H (2.8121, 0.2836, 1.8390)  0.286
H (1.6484, -2.9541, 1.3930)  0.197
H (-0.1668, -3.9709, 2.7503)  0.686
H (-2.3466, -3.7053, 2.0410)  0.573
H (-3.0999, -2.6027, 0.2272)  0.409

Force components x, y, z for each atom (eV/Å):
0.155 -0.169 5.850
-9.854 0.744 -1.580
-1.607 8.300 -10.795
9.142 -3.553 6.247
2.403 -6.399 3.499
-2.316 5.017 4.390
2.380 -1.332 -2.102
-5.203 4.929 -1.769
3.255 1.762 -3.585
0.153 1.915 2.162
-2.383 -1.474 -1.830
4.916 2.811 -1.278
-4.830 -6.280 9.111
0.658 2.620 -5.035
-2.856 4.324 -5.283
-7.649 -15.267 7.111
5.066 -1.498 5.305
-1.600 -2.459 -0.566
6.866 9.590 -3.459
0.632 1.940 -1.276
0.125 -8.392 6.401
-1.220 -0.827 -11.826
0.356 0.176 2.221
-0.145 -4.884 -1.812
8.810 -4.614 8.213
6.413 5.251 -7.536
-0.781 1.125 -3.907
3.732 3.682 -4.304
2.833 -0.103 -0.627
-11.746 -2.945 1.993
-0.640 2.859 0.165
0.598 -2.540 -7.357
1.121 0.410 0.797
0.307 -2.234 1.758
-1.190 0.858 -1.068
1.628 4.016 -4.605
-0.117 -1.205 1.331
-0.684 -0.916 -1.350
1.083 -0.517 3.263
3.152 -0.238 0.115
-0.516 -2.716 1.661
-0.864 -0.766 -1.616
0.711 -0.905 2.654
0.308 -0.610 0.576
-0.316 0.352 -0.335
-0.078 0.008 -0.669
6.837 10.774 -5.021
-2.645 3.074 -2.982
0.647 -1.933 2.129
0.218 0.345 1.271
-4.391 2.118 4.812
-0.545 0.713 0.350
-0.430 1.246 -1.231
-2.145 -0.639 1.060
0.836 -3.434 5.939
-7.065 -2.798 5.320
-1.526 0.687 -0.899

Entry 2:
Formula: C24H27N3O4
Source: OMol25
Level of theory: ωB97M-V/def2-TZVPD

Values from the calculation:
HOMO-LUMO gap	6.99	eV
net charge	0
HOMO	-0.3064	hartree
relative energy (zero: lowest compared OMol25 entry of this formula, charge and spin)	24.207	eV
lowest unoccupied orbital energy	-1.3	eV

Each line ends with the Mulliken charge.
Cartesian coordinates (Å):
C (7.2142, 2.3796, -0.3139)  -0.925
H (7.3303, 2.1790, -1.4800)  0.285
O (6.8122, 1.3741, 0.2904)  -0.357
C (5.4252, 0.8345, 0.0411)  0.605
C (4.5557, 1.3269, -0.9917)  -0.715
C (3.1762, 0.9968, -1.0015)  -0.936
C (2.6396, -0.1376, -0.1923)  -0.070
C (3.5513, -0.6463, 0.4084)  0.429
C (4.8247, -0.2311, 0.6690)  -0.178
O (5.5777, -1.0547, 1.6782)  -0.379
C (6.8670, -0.6724, 1.9156)  -0.759
H (7.0738, 0.1909, 2.2364)  0.326
H (7.5120, -1.1858, 0.8581)  0.241
H (7.2066, -1.5801, 2.6318)  0.247
H (3.1970, -1.5442, 0.9379)  0.474
C (1.2912, -0.5397, -0.4234)  0.821
N (1.1797, -1.9334, -0.2151)  -0.560
C (-0.1177, -2.3451, -0.3643)  -0.176
C (-0.1676, -3.5502, -0.2088)  0.558
C (-1.5244, -4.1919, -0.2084)  -0.804
C (-2.6203, -3.4935, -0.9111)  -0.805
C (-2.5425, -2.0662, -0.9602)  -1.218
C (-1.1871, -1.4126, -0.8730)  -0.124
C (-1.0071, -0.0971, -0.9942)  1.354
C (0.3207, 0.5194, -1.2280)  -1.553
H (0.6148, 1.4146, -1.1802)  0.723
C (-2.0415, 0.5726, -1.6054)  0.413
O (-2.8147, 0.6415, -2.5085)  -0.615
N (-2.1397, 1.9106, -0.8410)  -0.053
H (-1.4439, 2.0154, -0.0653)  0.274
C (-3.1385, 2.9914, -1.1456)  -0.849
H (-3.7975, 2.4916, -2.0459)  0.241
C (-3.9264, 3.0345, 0.2241)  -1.384
N (-4.2484, 1.5644, 0.7612)  0.137
C (-5.2030, 0.8336, 0.0120)  -0.200
C (-5.2669, -0.2762, 0.6896)  -0.937
H (-6.0270, -1.0690, -0.0473)  0.245
O (-5.7476, -0.3669, 2.2548)  -0.368
C (-4.8644, 0.4341, 2.7553)  -0.497
C (-4.8166, 1.9227, 2.2480)  -0.576
H (-3.8941, 2.2821, 2.9027)  0.315
H (-5.8155, 2.3828, 2.4444)  0.310
H (-5.3450, 0.3931, 3.7829)  0.327
H (-3.9072, -0.2362, 2.7822)  0.275
H (-4.4404, -0.9301, 0.5450)  0.398
H (-4.6406, 0.7127, -1.0204)  0.406
H (-6.0781, 1.2779, 0.0129)  0.340
H (-4.7487, 3.4189, 0.0401)  0.818
H (-3.3409, 3.6480, 0.8321)  0.495
H (-2.8912, 3.9356, -1.3118)  0.526
H (-3.2202, -1.5422, -1.5654)  0.738
H (-3.5048, -3.9265, -1.0201)  0.533
H (-1.4515, -5.2233, -0.1954)  0.458
H (0.6427, -4.2974, 0.3217)  0.251
H (2.7487, 1.5338, -1.6689)  0.546
H (4.9346, 2.4500, -1.1862)  0.159
H (6.5738, 3.2331, -0.2654)  0.377
H (8.1052, 2.5115, 0.0099)  0.391

Force components x, y, z for each atom (eV/Å):
-2.542 4.033 -8.806
-0.105 0.494 1.555
-6.967 -9.104 4.386
0.799 0.396 -1.267
0.490 3.552 2.597
4.444 -3.330 3.894
-5.088 9.818 -9.482
6.221 -7.932 8.393
4.996 -1.288 2.848
-4.156 2.180 -2.065
2.223 -12.797 -3.824
1.576 6.726 2.107
-1.192 2.496 2.872
-0.454 2.556 -0.914
0.915 0.001 0.281
-1.027 -2.104 -2.364
-0.900 6.927 -0.350
1.771 12.299 -3.102
-5.117 -16.071 4.526
1.860 3.766 -3.809
5.356 3.104 3.980
4.184 -1.548 -1.400
-1.847 -7.309 3.200
5.657 1.589 -3.203
-2.785 -13.158 5.658
1.739 7.099 -0.277
-3.732 10.494 1.734
-0.458 -3.393 -2.165
2.427 -0.706 -0.801
-1.375 0.186 -0.918
-3.037 -8.116 1.338
1.610 1.658 2.238
5.561 -6.580 -1.369
1.699 7.329 3.617
5.332 5.779 -4.382
-5.053 -13.919 2.200
1.231 2.086 2.617
-2.638 -1.673 -8.842
2.020 1.197 5.957
3.451 -3.909 -0.243
-2.149 0.132 -1.697
0.893 0.073 -0.698
1.637 0.995 0.222
-0.405 2.328 0.089
1.308 -0.125 1.078
-1.858 -0.144 1.584
-4.620 2.687 -1.067
-8.030 4.121 -1.363
0.815 0.317 1.759
2.078 3.828 -1.376
-1.429 0.744 -0.172
-3.640 -2.006 -0.811
-0.636 -2.061 0.595
-1.684 2.563 -1.847
-3.838 3.261 -4.114
-1.346 -2.651 -0.960
-0.321 1.221 0.308
6.138 1.893 2.053

Entry 3:
Formula: C24H27N3O5S2
Source: OMol25
Level of theory: ωB97M-V/def2-TZVPD

Values from the calculation:
HOMO-LUMO gap	8.10	eV
SMILES string	COCCN(CCOC)S(=O)(=O)c1ccc(C(=O)Nc2nc3c(s2)CCc2ccccc2-3)cc1
net charge	0
HOMO	-0.2968	hartree
relative energy (zero: lowest compared OMol25 entry of this formula, charge and spin)	0.153	eV
lowest unoccupied orbital energy	0.0	eV

Each line ends with the Mulliken charge.
Cartesian coordinates (Å):
C (1.5503, -0.0148, 2.9501)  -0.883
O (2.5744, 0.2388, 2.0239)  0.008
C (3.0896, 1.5466, 2.1125)  -0.395
C (4.3509, 1.6535, 1.2501)  -1.082
N (4.1765, 1.3182, -0.1330)  0.273
C (3.3720, 2.1290, -1.0004)  -1.380
C (1.8562, 1.8576, -0.9400)  0.368
O (1.4108, 1.6137, -2.2551)  -0.443
C (0.0262, 1.4095, -2.3503)  -0.540
S (4.7311, -0.1430, -0.6977)  1.350
O (5.0223, 0.0277, -2.0904)  -0.739
O (5.7824, -0.5639, 0.1816)  -0.754
C (3.3739, -1.3089, -0.5580)  0.184
C (3.3091, -2.1415, 0.5405)  -0.597
C (2.2657, -3.0449, 0.6439)  -0.767
C (1.2871, -3.0887, -0.3444)  -0.156
C (0.2041, -4.1107, -0.2691)  -0.042
O (0.4164, -5.2990, -0.2076)  -0.631
N (-1.0913, -3.6474, -0.3217)  0.060
C (-1.6041, -2.3913, -0.1440)  0.044
N (-2.8419, -2.1270, -0.3622)  -0.762
C (-3.1462, -0.8349, -0.0576)  0.850
C (-2.1069, -0.0894, 0.4241)  -0.469
S (-0.6608, -1.0459, 0.5079)  0.553
C (-2.2524, 1.3310, 0.8414)  -0.664
C (-3.3400, 1.9820, -0.0192)  -1.030
C (-4.5850, 1.1374, -0.1058)  0.407
C (-5.8429, 1.7098, -0.1819)  -0.648
C (-6.9726, 0.9202, -0.3313)  -0.608
C (-6.8529, -0.4566, -0.4165)  -0.597
C (-5.6047, -1.0461, -0.3415)  -0.789
C (-4.4717, -0.2569, -0.1839)  0.690
C (1.3787, -2.2558, -1.4588)  0.140
C (2.4319, -1.3653, -1.5674)  -0.329
H (1.9011, 0.1299, 3.9792)  0.335
H (1.2541, -1.0517, 2.8083)  0.173
H (0.6848, 0.6381, 2.7792)  0.323
H (2.3309, 2.2757, 1.7873)  0.256
H (3.3596, 1.7789, 3.1543)  0.540
H (4.7401, 2.6757, 1.3326)  0.376
H (5.1012, 0.9546, 1.6221)  0.403
H (3.6963, 1.9014, -2.0187)  0.482
H (3.5835, 3.1821, -0.7944)  0.235
H (1.6546, 0.9822, -0.3038)  -0.125
H (1.3125, 2.7218, -0.5242)  0.642
H (-0.5294, 2.2917, -2.0056)  0.338
H (-0.1921, 1.2359, -3.4018)  0.352
H (-0.2905, 0.5402, -1.7624)  -0.048
H (4.0830, -2.0794, 1.2872)  0.480
H (2.1994, -3.7197, 1.4840)  0.494
H (-1.7995, -4.3691, -0.4182)  0.295
H (-1.3081, 1.8677, 0.7338)  0.174
H (-2.5411, 1.3696, 1.8988)  0.371
H (-3.5828, 2.9702, 0.3739)  0.426
H (-2.9539, 2.1123, -1.0370)  0.195
H (-5.9434, 2.7846, -0.1261)  0.399
H (-7.9465, 1.3836, -0.3843)  0.386
H (-7.7330, -1.0699, -0.5392)  0.399
H (-5.4870, -2.1167, -0.4007)  0.477
H (0.6346, -2.3171, -2.2400)  0.454
H (2.5355, -0.7159, -2.4221)  0.548

Force components x, y, z for each atom (eV/Å):
-0.024 -0.020 0.097
0.281 0.148 -0.107
0.193 0.111 -0.120
-0.151 -0.225 0.719
0.431 -0.978 -0.323
-0.497 0.057 -0.518
-0.038 0.063 0.124
0.313 0.094 -0.153
-0.103 -0.029 0.024
0.169 0.379 0.008
-0.417 -0.029 -0.021
-0.309 -0.118 0.235
0.453 0.289 -0.112
0.052 -0.104 0.121
-0.121 0.005 -0.094
0.402 -0.005 -0.183
-0.109 -0.009 0.015
0.142 -0.053 0.056
-0.257 -0.739 -0.231
0.435 1.096 0.426
-0.236 -0.832 -0.315
1.058 0.748 0.421
-0.178 -0.459 -0.132
-0.892 -0.119 -0.163
-0.032 0.148 0.002
0.124 -0.013 0.096
-0.047 -0.044 -0.011
-0.031 -0.025 0.016
-0.062 0.041 -0.018
-0.082 -0.014 -0.013
0.115 0.063 0.005
-0.368 0.088 -0.019
0.058 -0.128 0.135
-0.007 0.013 -0.169
-0.017 -0.003 -0.023
-0.082 0.009 0.075
-0.020 -0.018 0.012
-0.001 -0.013 0.055
-0.029 0.049 -0.111
0.013 -0.084 -0.024
-0.013 0.261 0.229
-0.122 0.270 0.017
0.074 -0.086 -0.008
0.009 0.118 -0.001
0.017 -0.084 0.000
-0.019 -0.011 -0.005
-0.090 0.003 0.011
-0.027 0.027 -0.031
0.044 -0.046 0.142
0.034 -0.079 0.072
0.166 0.072 0.017
-0.006 0.075 0.035
0.054 0.067 -0.004
-0.009 0.006 -0.065
0.052 0.044 0.026
0.003 0.110 0.011
-0.086 0.034 -0.007
-0.076 -0.053 -0.004
-0.005 -0.119 -0.010
-0.068 0.021 -0.063
-0.059 0.033 -0.145

Entry 4:
Formula: C24H27N3O6S
Source: OMol25
Level of theory: ωB97M-V/def2-TZVPD

Values from the calculation:
HOMO-LUMO gap	7.84	eV
net charge	0
HOMO	-0.2825	hartree
relative energy (zero: lowest compared OMol25 entry of this formula, charge and spin)	17.879	eV
lowest unoccupied orbital energy	0.2	eV

Each line ends with the Mulliken charge.
Cartesian coordinates (Å):
C (4.4213, 2.0832, -6.6708)  -0.921
C (4.5007, 1.0079, -5.5082)  -0.383
H (4.5947, -0.0880, -5.8235)  0.303
H (5.4752, 1.1994, -5.0398)  0.362
O (3.3407, 1.0840, -4.8676)  -0.264
C (3.5595, 0.4964, -3.6732)  0.026
O (4.5064, -0.1180, -3.4126)  -0.511
C (2.3719, 0.4838, -2.7808)  -0.355
C (1.3407, 1.3237, -3.1656)  -0.319
C (0.1631, 1.5763, -2.2761)  -1.397
C (0.3702, 0.8319, -0.9591)  0.618
C (1.3628, -0.0477, -0.7197)  0.735
C (2.1753, -0.0871, -1.6526)  0.206
H (3.2174, -0.7043, -1.1538)  0.031
H (1.1797, -0.5462, 0.2080)  -0.072
N (-0.8620, 1.1714, -0.2193)  0.392
C (-2.3369, 1.0711, -0.6663)  0.434
O (-2.5969, 0.8982, -1.7716)  -0.555
C (-3.1058, 0.9506, 0.7595)  -0.240
N (-2.0049, 1.2135, 1.7458)  0.201
C (-0.8330, 1.1429, 1.1146)  0.172
S (0.7100, 1.7283, 2.0222)  -0.328
C (-2.2771, 1.2296, 3.1894)  -1.033
H (-1.4749, 2.0117, 3.5873)  0.406
H (-3.2950, 1.4098, 3.2396)  0.451
C (-2.3839, -0.1607, 3.8918)  -0.693
C (-1.2149, -0.8077, 3.3468)  0.669
C (0.1473, -0.8663, 4.3027)  -1.550
C (1.3111, -1.2261, 3.7050)  -1.165
C (1.2659, -1.9898, 2.5766)  1.402
C (0.1540, -2.3446, 1.8870)  0.039
C (-1.0838, -1.7520, 2.2170)  -1.048
H (-1.9455, -1.8096, 1.7721)  1.011
O (-0.1383, -2.8895, 0.5519)  -0.332
C (0.9394, -3.6997, 0.0553)  -0.511
H (1.4201, -4.5310, 1.0125)  0.169
H (0.4382, -4.4084, -0.7689)  0.276
H (1.8782, -2.9106, -0.1248)  0.110
O (2.5016, -2.6025, 2.0634)  -0.441
C (3.8619, -2.2599, 2.7185)  -0.899
H (3.6563, -2.5666, 3.7484)  0.322
H (4.6514, -2.5499, 2.0965)  0.311
H (3.8858, -1.1628, 2.6619)  0.332
H (2.0988, -1.1235, 4.2080)  0.956
H (0.1910, -0.2661, 5.0385)  0.497
H (-3.3733, -0.7185, 3.6248)  0.215
H (-2.4797, 0.1412, 4.9006)  0.494
C (-4.2709, -0.0017, 0.7701)  0.374
H (-4.2795, -0.4301, 1.8454)  0.048
H (-3.5401, -0.9644, 0.2616)  0.212
C (-5.4377, 0.1883, 0.1418)  -0.177
O (-6.4626, 0.2396, 0.7827)  -0.660
N (-5.4959, 0.3495, -1.0812)  -0.344
H (-6.2964, 0.8426, -1.6684)  0.327
H (-4.5901, 0.6205, -1.6236)  0.244
H (-3.5591, 2.1544, 0.7911)  0.311
H (-0.6434, 2.1647, -2.6371)  0.445
H (1.4163, 1.9811, -4.0863)  0.304
H (5.3172, 1.9073, -7.3402)  0.368
H (4.3514, 3.2777, -6.1427)  0.217
H (3.3995, 1.7548, -7.3060)  0.208

Force components x, y, z for each atom (eV/Å):
-1.842 -0.141 -0.047
3.482 0.091 -5.618
0.230 1.463 -0.481
-0.761 0.160 0.975
-1.429 0.709 3.406
-4.455 -0.395 0.909
3.943 -1.771 0.992
-1.276 4.563 -5.449
-3.821 2.939 0.289
6.535 -4.091 0.673
-6.660 5.333 -5.181
-7.980 1.346 6.178
12.440 -7.044 1.600
-2.579 1.232 -2.166
1.253 -0.713 0.443
-1.146 -1.899 0.661
4.145 -1.175 5.755
-2.089 -0.106 -3.471
-0.299 7.741 -2.107
-1.655 -2.959 -1.431
3.843 3.311 3.701
-2.714 -1.346 -1.611
1.763 1.013 -0.723
-1.986 -1.884 -0.273
-1.952 2.274 0.178
-1.101 0.120 -2.741
6.814 -6.087 2.496
-4.408 -1.818 -8.822
-7.075 -1.464 -1.966
4.486 -2.734 -2.515
-4.089 1.103 -3.022
3.612 4.294 7.134
-4.280 -1.197 -3.415
2.532 -0.662 2.315
1.924 -1.629 1.386
-1.659 2.546 -3.017
1.693 1.999 1.446
-2.393 -2.722 -0.380
0.488 1.043 0.676
-5.137 2.070 0.245
1.344 -0.318 -0.207
0.845 -1.500 -0.521
0.167 -0.072 0.432
6.576 0.947 3.662
-0.071 4.021 5.680
1.604 1.132 0.253
0.570 -0.459 1.386
11.087 -6.406 4.636
-0.937 0.975 -1.799
-2.722 1.899 0.985
-5.879 1.018 3.199
-1.908 -0.222 2.150
1.457 3.794 -12.448
1.671 -1.827 2.668
-1.839 -1.200 1.363
0.459 -2.973 -0.334
-0.518 0.427 0.450
-0.166 -1.235 1.083
-1.051 0.775 0.695
0.200 -3.813 -1.903
2.718 1.526 1.547

Electronic energy, respectively: -1320.0847; -1395.1621; -2267.5866; -1944.0627 a.u..